# 1
Here is a 16-piece molecular cluster, C34H109O43P9 overall in a non-equilibrium geometry from OMol25. Energies are from the ωB97M-V functional and the def2-TZVPD basis.

Positions of all 195 atoms, in Å:
C: 2.9676 -7.9472 18.1758
O: 4.3039 -7.7027 17.8767
P: 5.1864 -8.7655 17.0250
O: 5.3842 -10.0376 17.7524
O: 6.5748 -7.9444 16.7054
C: 7.4296 -7.4371 17.7056
O: 4.4208 -8.8810 15.5967
C: 4.8293 -9.8260 14.6496
H: 2.7715 -8.9722 17.8609
H: 2.3305 -7.2048 17.6952
H: 2.9500 -7.8096 19.2569
H: 6.8798 -7.4476 18.6467
H: 7.6595 -6.4056 17.4387
H: 8.3651 -7.9928 17.6413
H: 4.0641 -10.6021 14.6626
H: 5.7520 -10.3747 14.8385
H: 4.8460 -9.3552 13.6667
C: 5.1341 -1.3264 20.5239
O: 4.1876 -1.5963 19.5021
P: 3.8047 -0.5212 18.3525
O: 4.9612 0.1817 17.8009
O: 2.6997 0.4287 19.0507
C: 2.3173 1.6432 18.4676
O: 2.9821 -1.4149 17.3181
C: 3.5984 -2.4621 16.4046
H: 6.0594 -1.8972 20.4466
H: 4.7891 -1.7325 21.4748
H: 5.3738 -0.2727 20.6663
H: 1.2924 1.9356 18.6961
H: 2.3243 1.4500 17.3949
H: 2.9190 2.5279 18.6759
H: 4.0476 -2.0743 15.4903
H: 3.0399 -3.3622 16.1475
H: 4.4493 -2.8359 16.9741
C: 10.9578 -0.3001 15.4729
O: 11.9830 -1.1218 15.9888
P: 12.5422 -0.9164 17.5143
O: 11.5549 -1.2995 18.5503
O: 12.9970 0.6726 17.4719
C: 13.9422 1.1819 18.3101
O: 13.9490 -1.7136 17.4648
C: 14.0524 -3.1694 17.5159
H: 10.9911 -0.3836 14.3866
H: 10.9899 0.7526 15.7536
H: 10.0056 -0.7000 15.8214
H: 13.6226 2.1580 18.6750
H: 14.8469 1.4377 17.7586
H: 14.1029 0.5542 19.1866
H: 14.6263 -3.5509 16.6714
H: 13.0924 -3.6850 17.4893
H: 14.5156 -3.4525 18.4612
C: 4.3614 -17.7155 23.4506
O: 3.9510 -19.0828 23.5701
P: 2.6461 -19.5419 22.7123
O: 2.7234 -19.0850 21.2538
O: 2.5909 -21.1423 23.0181
C: 1.5814 -21.9321 22.4916
O: 1.4666 -18.7667 23.5398
C: 1.4002 -18.9101 24.9708
H: 3.9327 -17.1973 24.3084
H: 3.9698 -17.1683 22.5931
H: 5.4424 -17.6167 23.3520
H: 0.8464 -21.4093 21.8797
H: 0.9967 -22.3717 23.2997
H: 1.9350 -22.8464 22.0149
H: 0.7501 -18.1256 25.3581
H: 2.3708 -18.7026 25.4214
H: 1.0693 -19.9170 25.2252
C: 2.8176 -14.2732 29.2813
O: 3.4818 -15.5103 29.3100
P: 4.2115 -15.8987 30.6765
O: 3.3992 -16.0362 31.9218
O: 4.9351 -17.2791 30.2016
C: 4.6270 -18.5405 30.8091
O: 5.4320 -14.8069 30.7918
C: 6.2825 -14.4786 29.7355
H: 1.7597 -14.5265 29.2117
H: 3.0296 -13.6811 28.3910
H: 2.9372 -13.5927 30.1243
H: 4.6825 -18.3538 31.8816
H: 5.3772 -19.2747 30.5158
H: 3.6119 -18.8792 30.6018
H: 6.2785 -15.3156 29.0373
H: 7.2555 -14.3556 30.2112
H: 5.9576 -13.5832 29.2056
C: -0.1206 -13.2820 20.9959
O: -0.2046 -12.9400 22.2991
P: -1.5508 -12.2388 22.8563
O: -1.6004 -12.1062 24.3266
O: -1.5636 -10.8357 22.0790
C: -2.4645 -9.8029 22.3200
O: -2.8101 -12.9215 22.1162
C: -3.2240 -14.2980 22.4383
H: -0.1338 -14.3603 20.8371
H: 0.8667 -13.0290 20.6093
H: -0.8507 -12.8459 20.3141
H: -2.9543 -9.9555 23.2817
H: -3.2358 -9.6342 21.5686
H: -1.9644 -8.8412 22.4350
H: -4.2789 -14.5408 22.3107
H: -2.9633 -14.6697 23.4293
H: -2.8057 -15.0000 21.7169
C: 8.6197 -6.8262 23.8242
O: 7.2321 -7.0248 23.7628
P: 6.5288 -7.5594 25.1471
O: 7.2333 -7.1932 26.4262
O: 4.9773 -7.0806 25.0601
C: 3.9706 -7.6480 25.8688
O: 6.3515 -9.1922 25.0091
C: 5.6811 -9.8392 23.9287
H: 9.0486 -6.4693 24.7605
H: 8.8710 -6.0146 23.1413
H: 9.1909 -7.6855 23.4729
H: 3.1935 -8.1186 25.2665
H: 3.4589 -6.8921 26.4645
H: 4.4571 -8.3108 26.5845
H: 4.6226 -10.0290 24.1066
H: 6.1582 -10.7858 23.6748
H: 5.7164 -9.2408 23.0184
C: -3.7546 -5.7226 28.5811
O: -2.6718 -6.5911 28.7656
P: -2.6552 -7.6525 30.0333
O: -1.3869 -8.4179 30.0471
O: -2.8426 -6.6624 31.3121
C: -1.8162 -5.7968 31.5580
O: -4.0964 -8.5045 29.9063
C: -4.2352 -9.8446 29.4995
H: -4.2314 -5.8833 27.6142
H: -3.4747 -4.6697 28.5475
H: -4.5650 -6.0138 29.2493
H: -2.1934 -4.7746 31.5887
H: -0.9776 -5.8857 30.8674
H: -1.3894 -5.9269 32.5524
H: -4.2010 -9.8479 28.4101
H: -5.1782 -10.3114 29.7840
H: -3.5022 -10.5260 29.9314
C: 19.2872 -1.4811 26.2730
O: 18.0516 -2.0220 26.7942
P: 16.7555 -1.1098 26.9970
O: 15.7188 -1.6414 27.9420
O: 17.4398 0.3701 27.4426
C: 16.6691 1.1993 28.3016
O: 16.2455 -0.7632 25.4555
C: 15.9567 -1.7662 24.5102
H: 19.4390 -1.8393 25.2548
H: 20.1111 -1.9544 26.8072
H: 19.4310 -0.4041 26.3595
H: 17.3506 1.3890 29.1309
H: 15.7322 0.7724 28.6596
H: 16.3625 2.1278 27.8201
H: 14.9945 -1.5448 24.0484
H: 16.0350 -2.7630 24.9442
H: 16.7402 -1.6761 23.7578
C: 3.3023 -1.1723 28.7465
O: 3.3801 0.0474 29.5037
H: 2.3291 -1.3116 28.2758
H: 3.9984 -1.1678 27.9078
H: 3.5057 -2.0374 29.3776
H: 3.3158 -0.1913 30.4314
C: 10.3150 -12.0976 20.2922
O: 9.7990 -12.0986 19.0114
H: 11.3801 -12.3294 20.2832
H: 10.2411 -11.1618 20.8461
H: 9.8202 -12.8171 20.9445
H: 8.8460 -11.9938 18.9628
C: 16.6030 -9.2666 21.1148
O: 15.8007 -8.2827 21.7970
H: 16.4383 -9.2099 20.0389
H: 17.6516 -9.1715 21.3968
H: 16.3349 -10.2775 21.4218
H: 16.1531 -8.3070 22.6896
C: 5.0520 -8.1481 32.4670
O: 6.3767 -7.9506 32.0933
H: 4.3614 -7.6758 31.7683
H: 4.6787 -9.1711 32.5152
H: 4.9351 -7.6713 33.4402
H: 6.4666 -7.8426 31.1437
C: 12.9226 -11.4541 25.4758
O: 11.7522 -12.2563 25.7369
H: 12.7102 -10.4487 25.8392
H: 13.8218 -11.8671 25.9328
H: 13.0764 -11.3180 24.4053
H: 11.7744 -13.0550 25.2047
C: 12.9863 -6.7192 30.5082
O: 13.7227 -5.6942 31.1114
H: 13.6730 -7.2598 29.8569
H: 12.5283 -7.3123 31.2998
H: 12.1333 -6.3582 29.9336
H: 13.8583 -5.0024 30.4598
C: 10.1280 -1.0529 26.2697
O: 9.5354 0.0728 25.7174
H: 10.8135 -1.4491 25.5206
H: 10.6756 -0.8530 27.1907
H: 9.4018 -1.8375 26.4820
H: 10.2454 0.7097 25.6086

Forces on atoms 1 to 2 (eV/Å):
-0.29 -0.40 0.65
2.81 0.11 -2.13

Computed properties:
Largest force on an atom = 4.031 eV/Å
ΔE to the lowest compared entry with this formula, charge and spin = 0.0000 eV
HOMO energy = -10.0 eV
E = -208678.677 eV
HOMO-LUMO gap = 10.01 eV

---

# 2
Here is a 2-piece molecular cluster, C3H10N2O2 overall in a non-equilibrium geometry from OMol25. Energies are from the ωB97M-V functional and the def2-TZVPD basis.

Positions of all 17 atoms, in Å:
N: 1.5422 0.0343 -1.7180
C: 0.9654 -0.0890 -0.2935
C: 1.0010 -1.5233 0.2984
C: -0.5035 0.3126 -0.4881
N: -0.6996 1.3459 -1.3474
O: -1.4291 0.0089 0.2580
H: 1.1369 -0.8088 -2.2418
H: 2.5360 -0.1134 -1.8321
H: 1.5998 0.6889 0.2724
H: 0.2403 -2.1246 -0.2484
H: 0.7253 -1.3497 1.3810
H: 1.9750 -1.9483 0.2202
H: -1.5381 1.3591 -1.9735
H: 0.0674 1.7789 -1.8243
H: -1.3985 0.3880 2.0538
H: -0.8452 -0.7794 2.9637
O: -0.9897 0.1569 2.9135

Forces on atoms 1 to 2 (eV/Å):
-1.45 -2.23 -0.28
1.79 0.01 -1.70

Computed properties:
Largest force on an atom = 3.086 eV/Å
ΔE to the lowest compared entry with this formula, charge and spin = 1.3271 eV
HOMO energy = -9.8 eV
E = -10348.161 eV
HOMO-LUMO gap = 10.44 eV

---

# 3
Here is C50H40ClN5O4RbS2Sb as an isolated structure in a non-equilibrium geometry from OMol25. Energies are from the ωB97M-V functional and the def2-TZVPD basis.

Positions of all 104 atoms, in Å:
Rb: -0.8205 1.5829 -1.0144
C: -6.3804 -3.3733 12.1036
O: -5.0447 -3.0065 11.7973
C: -4.7774 -2.6262 10.5237
C: -5.7266 -2.5535 9.5120
C: -5.3355 -2.1468 8.2396
C: -4.0210 -1.8120 7.9587
C: -3.0800 -1.8917 8.9898
C: -3.4500 -2.2925 10.2533
C: -3.5802 -1.3760 6.6226
N: -2.3483 -1.0626 6.3040
C: -2.4003 -0.7147 4.9737
C: -3.6679 -0.8168 4.4835
N: -4.4262 -1.2439 5.5528
C: -4.0211 -0.5199 3.1259
C: -5.3047 -0.6524 2.5816
C: -5.5103 -0.3440 1.2630
C: -4.4213 0.1015 0.5042
N: -3.2028 0.2347 0.9920
C: -2.9847 -0.0759 2.2835
C: -1.6068 0.0379 2.7982
N: -0.6507 0.4445 1.9444
C: 0.5945 0.5139 2.3756
C: 0.9772 0.1925 3.6847
C: 0.0095 -0.2091 4.5668
C: -1.3177 -0.2921 4.1281
H: -6.3856 -3.6590 13.1504
H: -6.7064 -4.2203 11.4964
H: -7.0637 -2.5346 11.9547
H: -6.7602 -2.8066 9.6947
H: -6.0976 -2.1022 7.4691
H: -2.0516 -1.6317 8.7734
H: -2.7267 -2.3568 11.0563
H: -5.4134 -1.4245 5.5551
H: -6.1272 -0.9994 3.1974
H: -6.4868 -0.4404 0.8068
H: -4.5512 0.3603 -0.5417
H: 1.3385 0.8424 1.6536
H: 2.0164 0.2639 3.9782
H: 0.2404 -0.4669 5.5931
S: 0.0291 1.7409 -4.0534
Sb: 2.2346 1.9426 -3.5389
C: 2.7264 3.3204 -2.0182
C: 1.9260 4.4607 -2.0199
C: 2.2020 5.5011 -1.1418
C: 3.2903 5.4122 -0.2839
C: 4.0966 4.2810 -0.2983
C: 3.8164 3.2257 -1.1599
C: 3.5373 0.3809 -4.1501
C: 4.7074 -0.0346 -3.5266
C: 5.5449 -0.9297 -4.1872
C: 5.2112 -1.4148 -5.4435
C: 4.0348 -1.0020 -6.0578
C: 3.2011 -0.0972 -5.4171
C: 2.9173 3.2418 -5.1193
C: 4.2671 3.5924 -5.1653
C: 4.7547 4.4016 -6.1809
C: 3.8926 4.8687 -7.1683
C: 2.5485 4.5246 -7.1299
C: 2.0608 3.7149 -6.1067
H: 1.0928 4.5407 -2.7107
H: 1.5753 6.3844 -1.1383
H: 3.5123 6.2270 0.3942
H: 4.9464 4.2130 0.3702
H: 4.4117 2.3274 -1.1358
H: 4.9565 0.3118 -2.5362
H: 6.4573 -1.2566 -3.7040
H: 5.8660 -2.1163 -5.9454
H: 3.7624 -1.3825 -7.0345
H: 2.2873 0.2259 -5.9049
H: 4.9536 3.2262 -4.4068
H: 5.8051 4.6654 -6.2066
H: 4.2714 5.4982 -7.9646
H: 1.8753 4.8850 -7.8989
H: 1.0110 3.4424 -6.0745
S: -4.8900 1.1194 -4.6722
C: -4.5274 -0.5031 -4.2839
C: -3.6391 -0.5384 -3.2612
N: -3.2451 0.6899 -2.7753
C: -3.8351 1.6446 -3.4338
H: -4.9635 -1.3274 -4.8250
H: -3.2223 -1.4374 -2.8294
H: -3.6693 2.6989 -3.2532
C: 3.9835 -4.2548 -2.9226
C: 2.8547 -3.4156 -3.4526
C: 2.4787 -3.4562 -4.7843
C: 1.4468 -2.6545 -5.2574
Cl: 1.0465 -2.6897 -6.9606
C: 0.7689 -1.8061 -4.4113
C: 1.1210 -1.7650 -3.0646
C: 2.1561 -2.5587 -2.5937
O: 2.5705 -2.5758 -1.2946
C: 2.0149 -1.6126 -0.4169
C: 2.3226 -0.1952 -0.8964
O: 3.5098 0.1339 -0.9600
O: 1.3193 0.5323 -1.2104
H: 4.5323 -4.7167 -3.7434
H: 3.6120 -5.0444 -2.2650
H: 4.6730 -3.6494 -2.3314
H: 3.0100 -4.1043 -5.4718
H: -0.0067 -1.1520 -4.7886
H: 0.6090 -1.0772 -2.4088
H: 2.5199 -1.7753 0.5339
H: 0.9387 -1.7541 -0.2877

Forces on atoms 1 to 2 (eV/Å):
-1.51 0.51 0.53
0.07 0.03 -0.03

Computed properties:
Largest force on an atom = 1.803 eV/Å
ΔE to the lowest compared entry with this formula, charge and spin = 0.0000 eV
HOMO energy = -7.5 eV
E = -109527.744 eV
HOMO-LUMO gap = 7.48 eV

---

# 4
Here is an isolated ion of composition C2H2NO3S2 and charge -1 in a non-equilibrium geometry from OMol25. Energies are from the ωB97M-V functional and the def2-TZVPD basis.

Positions of all 10 atoms, in Å:
C: -0.6366 0.7245 0.5855
C: 0.3310 -0.3113 0.9879
N: -0.4923 -1.2409 -2.5580
O: 1.2181 0.4163 -1.6784
O: -0.9859 0.7543 -0.6316
O: 0.3661 -1.3287 0.0184
S: -1.1943 1.6919 1.7940
S: 0.1147 -0.4863 -1.5032
H: 1.1862 0.3470 0.8727
H: 0.0930 -0.5668 2.1127

Forces on atoms 1 to 2 (eV/Å):
-1.88 0.49 1.45
0.00 -0.07 1.34

Computed properties:
Largest force on an atom = 2.662 eV/Å
ΔE to the lowest compared entry with this formula, charge and spin = 2.8124 eV
HOMO energy = -5.1 eV
E = -31408.351 eV
Total charge = -1
HOMO-LUMO gap = 8.44 eV

---

# 5
Here is CH12AgO9 as an isolated structure in a non-equilibrium geometry from OMol25. Energies are from the ωB97M-V functional and the def2-TZVPD basis.

Positions of all 23 atoms, in Å:
Ag: -1.0580 -10.7460 -23.9000
C: -1.0070 -8.4610 -25.5570
O: -2.0550 -8.3480 -24.6240
O: -0.2960 -7.4130 -25.8460
O: -0.6470 -9.6160 -25.9550
O: -2.6340 -11.0630 -22.1720
H: -1.9990 -10.7080 -21.5580
H: -3.1080 -10.2420 -22.3880
O: 0.4400 -11.2180 -22.0400
H: -0.0070 -11.0730 -21.1920
H: 1.3150 -10.8560 -22.1240
O: 1.5420 -10.4540 -25.0140
H: 0.6970 -10.0970 -25.1980
H: 2.0590 -9.9050 -25.5610
O: -1.0280 -8.6960 -22.3630
H: -1.4000 -8.3100 -23.1780
H: -0.1200 -8.4510 -22.2330
O: -0.8370 -12.7570 -25.1910
H: -0.4260 -13.5590 -24.8380
H: -0.3540 -12.6050 -25.9870
O: -3.2790 -10.9170 -24.9990
H: -2.8840 -11.2420 -25.8640
H: -3.2680 -9.9810 -25.1200

Forces on atoms 1 to 2 (eV/Å):
0.05 0.20 -0.46
0.43 3.97 2.12

Computed properties:
Largest force on an atom = 4.527 eV/Å
ΔE to the lowest compared entry with this formula, charge and spin = 0.0000 eV
HOMO energy = -3.3 eV
E = -23659.653 eV
Total charge = -1
HOMO-LUMO gap = 5.90 eV

---

# 6
Here is a 2-piece molecular cluster, C6H11F overall in a non-equilibrium geometry from OMol25. Energies are from the ωB97M-V functional and the def2-TZVPD basis.

Positions of all 18 atoms, in Å:
C: -0.9893 0.5678 2.6106
C: -1.0734 1.4350 1.6845
C: 0.6337 -1.9485 -0.9758
C: 0.3173 1.2516 -1.7832
C: 0.0782 -0.8429 -0.0794
C: 0.5751 0.5369 -0.4483
F: 1.8261 0.7852 0.2083
H: -1.5115 0.6114 3.5512
H: -0.2503 -0.2307 2.5245
H: -1.6641 2.2988 1.6537
H: 0.1355 -1.8739 -1.9123
H: 0.2848 -3.0172 -0.6182
H: 1.6898 -1.9127 -0.9804
H: -0.5480 0.7315 -2.1590
H: 1.1821 1.1154 -2.4931
H: 0.0319 2.4372 -1.6359
H: 0.4127 -1.0391 0.9964
H: -1.1305 -0.9058 -0.1436

Forces on atoms 1 to 2 (eV/Å):
1.21 -1.78 1.21
0.42 0.49 -1.60

Computed properties:
Largest force on an atom = 3.258 eV/Å
ΔE to the lowest compared entry with this formula, charge and spin = 5.2429 eV
HOMO energy (alpha / beta) = -8.7 / -7.8 eV
E = -9112.229 eV
HOMO-LUMO gap (alpha / beta) = 9.48 / 7.98 eV

---

- Among the records above, which one has the lowest E?
  C34H109O43P9

---

- The highest largest force on an atom belongs to which entry?
  CH12AgO9

---

- Which of these has the highest E?
  C6H11F

---

- largest force on an atom of number 5 (CH12AgO9)?
  4.527 eV/Å